One molecule with the formula C11H16O2, computed with ωB97M-V with the def2-TZVPD basis set.

```
29
Properties=species:S:1:pos:R:3:nbo_charge:R:1
H -1.539 -2.611 -0.679 0.22
H -3.812 -1.240 0.941 0.20
C 0.291 2.439 -0.684 -0.24
C -2.037 -1.637 -0.381 -0.43
H 1.995 -2.637 0.206 0.19
H -2.721 -2.514 1.526 0.19
H -4.650 -3.677 0.649 0.21
C 2.406 2.910 0.486 -0.22
C -1.275 -0.504 0.222 -0.06
H -3.477 -4.072 -0.558 0.20
H 3.144 -1.507 -0.717 0.17
C 2.012 -1.648 -0.361 -0.25
O 1.802 -0.683 0.643 -0.54
H 0.928 4.390 -0.358 0.21
H -2.012 0.309 0.453 0.19
C 2.593 1.573 0.769 -0.24
O -0.342 0.058 -0.842 -0.55
H -0.679 -0.788 1.203 0.21
H -2.554 -1.255 -1.308 0.21
H 3.445 1.246 1.364 0.23
C -3.199 -2.098 0.575 -0.39
C 1.249 3.303 -0.141 -0.23
H -0.623 2.838 -1.149 0.23
C 0.519 1.017 -0.474 0.26
C -4.045 -3.151 -0.066 -0.61
H 1.242 -1.540 -1.118 0.20
C 1.664 0.645 0.268 0.24
H -4.713 -2.636 -0.801 0.21
H 3.277 3.593 0.665 0.22
```

Properties
Multiplicity   1
SMILES   CCCCOc1ccccc1OC
E_LUMO   0.969 eV

---

C38H45BN3O7PRhS3Te as an isolated structure, computed with ωB97M-V with the def2-TZVPD basis set.

```
100
Properties=species:S:1:pos:R:3:mulliken_spin:R:1
H -1.649 3.276 0.083 0.02
C -0.775 3.680 0.573 0.08
C -2.165 3.066 3.487 0.00
C 2.096 0.834 4.751 -0.01
H -1.389 3.541 4.081 0.01
C -3.407 3.659 3.348 0.00
H -1.743 -5.764 -0.048 0.00
H 1.577 2.597 7.597 0.00
H 2.800 -3.450 -1.474 0.00
H -3.594 0.445 -4.641 0.00
O 0.415 -4.699 -1.415 0.01
H 1.726 -4.935 -3.369 0.00
C -0.773 4.878 1.187 0.02
O -6.444 3.451 1.069 0.00
B 0.358 1.788 -0.434 0.15
H 0.073 0.681 8.028 0.00
H 2.335 0.878 -3.872 0.00
C 0.650 0.723 7.113 -0.01
C 0.427 0.116 -4.575 0.00
H 0.299 -6.670 -1.103 0.00
C 1.508 3.258 1.231 0.26
C 4.688 0.521 1.415 0.08
C -0.547 0.675 -2.097 0.01
C -1.890 1.877 2.826 -0.01
H 0.423 6.277 2.355 0.02
H -4.874 1.414 1.298 0.00
C 1.492 1.798 6.871 0.03
N 0.360 2.875 0.521 0.18
H 0.110 2.078 2.957 -0.01
C 2.810 -2.630 -2.193 0.02
C -1.867 -0.680 -5.365 0.00
H 1.814 -4.949 0.904 0.00
C -4.377 3.058 2.559 0.00
H -0.457 0.843 3.814 -0.01
O 0.378 -2.601 -2.648 -0.01
C -4.109 1.857 1.920 0.00
O -0.823 1.165 -0.827 0.02
H 2.541 -5.848 -0.443 0.00
C -1.406 0.120 -3.009 -0.01
H 2.650 0.892 3.823 -0.01
C 0.408 5.328 1.840 0.25
H 2.881 2.683 5.491 0.00
C 2.601 2.326 1.340 -0.05
C 1.508 4.509 1.857 -0.11
C -2.447 -2.028 -4.926 0.00
H -0.747 -6.667 1.110 0.00
H 1.755 -1.934 -3.906 0.00
C 3.926 2.784 1.503 0.10
H 4.122 3.846 1.534 0.01
N 2.350 0.997 1.277 0.17
O -6.755 3.313 3.494 0.00
H -0.755 0.058 -7.096 0.00
C 4.960 1.883 1.552 -0.01
H -3.144 -2.396 -5.683 0.00
C -0.798 -5.769 0.490 0.00
C 0.384 -5.787 -0.463 0.00
S -5.986 3.859 2.386 0.00
H -1.657 -2.767 -4.782 0.00
C 1.778 -4.058 -4.012 0.00
H 0.817 -0.089 -5.562 0.00
H -2.619 1.309 -5.833 0.00
C 1.250 -0.253 4.985 0.00
S 0.549 -2.414 0.379 0.12
H 5.978 2.232 1.663 0.00
H 5.474 -0.220 1.414 0.01
C -3.010 0.329 -5.554 0.00
C -2.859 1.262 2.052 0.02
N -0.555 1.310 2.917 0.10
Rh 0.347 -0.215 1.445 1.94
H -0.382 -1.620 -6.654 0.00
H 1.771 -6.725 0.889 0.00
O -5.677 5.277 2.512 0.00
H 2.711 -1.691 -1.648 -0.01
H -3.636 4.604 3.823 0.00
S -2.185 -3.204 -1.442 0.01
H -0.126 -1.133 6.377 0.00
C 1.304 0.657 -3.633 0.00
C 0.782 0.936 -2.400 0.00
H -2.434 -0.078 -2.739 0.00
C 3.374 0.135 1.274 -0.02
H -2.978 -1.953 -3.980 0.00
H 2.386 4.798 2.418 0.01
H 3.101 -0.908 1.169 0.03
C 2.221 1.847 5.690 -0.02
H 0.959 -4.105 -4.731 0.00
H -1.687 5.453 1.208 0.00
H 2.723 -4.073 -4.559 0.00
C 1.714 -5.829 0.269 0.00
H -2.617 0.343 1.527 -0.02
C 0.536 -0.299 6.180 0.01
C 1.694 -2.771 -3.211 0.00
H -3.684 -0.013 -6.342 0.00
O 1.385 1.586 -1.345 -0.08
C -1.177 -0.874 -6.716 0.00
Te 0.993 -1.744 3.497 0.71
H -1.909 -1.228 -7.443 0.00
H 3.766 -2.636 -2.719 0.00
C -0.911 -0.150 -4.296 0.00
H -0.763 -4.894 1.139 0.00
P -0.251 -3.237 -1.324 0.02
```

Properties
Multiplicity   5
E_LUMO (alpha / beta)   1.788 / -0.121 eV
Charge   -1

---

One molecule with the formula C2H4S2, computed with ωB97M-V with the def2-TZVPD basis set.

```
8
Properties=species:S:1:pos:R:3:nbo_charge:R:1
S 1.972 -0.441 1.865 0.10
S 0.549 0.909 2.470 0.11
C -0.186 -0.278 0.021 -0.64
H -0.740 -1.025 0.491 0.23
H 0.241 -1.015 -0.806 0.22
C 0.827 0.416 0.803 -0.47
H -0.708 0.530 -0.505 0.22
H 1.292 1.278 0.235 0.23
```

Properties
Multiplicity   1
SMILES   CC1SS1
E_LUMO   0.163 eV

---

C24H69FeN3O13S as an isolated structure, computed with ωB97M-V with the def2-TZVPD basis set.

```
111
Properties=species:S:1:pos:R:3:mulliken_spin:R:1
H -1.305 2.819 -4.191 0.00
O 5.497 0.260 2.417 0.00
H -4.003 -0.941 1.240 0.00
C -2.174 3.291 2.141 0.00
H -3.255 -0.511 4.135 0.00
H -5.212 2.130 -3.028 0.00
H 0.924 -3.836 -1.736 0.00
H 7.259 1.358 2.328 0.00
C -1.323 -6.444 -0.426 0.00
H 2.901 -1.110 -1.084 0.00
H -0.344 -6.921 -0.457 0.00
H -1.065 -0.037 3.235 0.00
H 2.167 1.932 3.086 0.01
H -0.490 -4.940 0.977 0.00
H 0.773 2.411 3.171 0.00
H -5.142 -3.717 -3.022 0.00
H -2.496 -2.192 -2.682 0.00
H 2.717 -0.878 3.537 0.00
H -1.775 -6.543 -1.413 0.00
H 0.734 2.729 -0.844 0.00
C -4.830 1.243 -1.051 0.00
O 0.736 -0.109 -0.686 0.16
C 4.076 -0.465 0.607 0.00
C -3.812 -0.266 3.230 0.00
H -0.877 1.997 -2.259 0.00
C -3.547 -2.322 -2.417 0.00
H 7.373 -0.388 2.920 0.00
H -2.684 0.933 -2.495 0.00
C 1.765 5.056 -0.306 0.00
O -1.228 -1.598 -0.411 0.01
H 3.756 0.998 1.678 0.01
H -2.427 2.970 3.151 0.00
H 3.190 -3.594 -4.184 0.00
H -0.962 4.159 -0.069 0.00
H 2.191 2.911 -0.585 0.01
H 1.186 -1.809 -2.758 0.00
C 2.918 -2.599 -3.830 0.00
H -0.576 -0.180 4.990 0.00
H 6.014 0.613 0.483 0.00
H -3.531 0.731 2.889 0.00
H 4.575 -1.800 -0.987 0.00
H -0.891 -3.332 -0.779 0.00
N 1.373 2.630 -0.052 0.12
H 3.691 -2.318 -3.116 0.00
H -2.038 -6.953 0.221 0.00
O -3.450 1.182 -3.026 0.00
C -1.140 -5.023 0.103 0.00
H -0.608 5.134 1.306 0.00
O -0.572 -4.232 -0.907 0.00
H 6.644 0.888 3.909 0.00
H 2.830 4.844 -0.211 0.00
H 1.556 6.041 0.110 0.00
H -4.857 -0.143 3.518 0.00
H -3.936 2.946 -2.174 0.00
H 2.264 -2.873 1.897 0.00
H 0.767 -3.100 -3.834 0.00
H -0.944 1.334 4.269 0.00
H -5.389 0.323 -1.215 0.00
H 3.756 -1.289 1.245 0.00
S -0.730 -0.245 -0.563 -0.02
H 6.104 -1.110 0.950 0.00
N 3.273 0.736 0.819 0.08
C -4.054 -3.637 -3.054 0.00
H -5.589 1.946 -0.698 0.00
C -0.374 4.168 0.853 0.00
H -4.192 -2.265 2.531 0.00
C 1.652 -0.815 3.302 0.00
C 1.013 0.503 3.764 -0.01
H -3.841 -3.672 -4.124 0.00
H -2.053 -1.540 1.135 0.00
H -0.798 5.389 -4.616 0.00
H 1.442 5.010 -1.347 0.00
C -1.054 3.576 -3.447 0.00
H 2.967 -1.865 -4.634 0.00
H 1.522 -2.407 0.368 0.00
H 0.128 5.421 -3.206 0.00
Fe 1.202 0.816 0.920 4.32
C -3.666 -1.379 2.179 0.00
O 1.377 -0.958 1.894 0.03
O 1.758 -3.757 -2.222 0.00
O -2.288 -1.719 2.054 0.00
O -3.753 -2.508 -1.005 0.00
N 1.252 1.601 2.790 0.10
C 1.117 3.965 0.548 0.00
C 1.426 -2.335 1.451 0.02
H 0.528 -2.845 1.800 0.00
H 0.664 4.427 -4.533 0.00
H 4.343 -0.195 -1.553 0.00
H -1.975 3.934 -2.981 0.00
C 6.802 0.541 2.888 0.00
H 3.839 1.328 0.217 0.00
C -0.474 0.371 4.055 0.01
H 1.235 -1.655 3.860 0.00
C -0.222 4.724 -3.971 0.00
C -4.377 1.961 -2.348 0.00
H -4.102 -1.462 -2.792 0.00
H -2.487 4.322 1.974 0.00
O -0.614 0.410 0.752 0.12
H -2.878 -2.300 -0.659 0.00
H -2.095 -4.569 0.379 0.00
H 1.438 0.773 4.732 0.00
H 1.719 3.992 1.460 0.00
C 1.567 -2.744 -3.179 0.00
C 3.946 -0.922 -0.841 -0.01
C 5.543 -0.182 1.066 0.00
O -0.388 2.810 -2.460 0.00
O -0.780 3.205 1.810 0.01
O -1.383 0.603 -1.523 0.01
H -4.009 1.126 -0.345 0.00
H -2.731 2.564 1.547 0.00
H -3.704 -4.538 -2.552 0.00
```

Properties
Multiplicity   6
E_LUMO (alpha / beta)   -2.901 / -4.576 eV
Charge   +1

---

C26H28Cl3N4O4Ti as an isolated structure, computed with ωB97M-V with the def2-TZVPD basis set.

```
66
Properties=species:S:1:pos:R:3:mulliken_spin:R:1
H 4.022 -1.244 -2.402 0.00
H -3.344 0.522 2.599 0.00
C 2.606 1.014 -2.771 0.00
H -1.688 -1.750 3.771 0.00
O -0.831 -2.812 0.325 -0.01
Cl -2.614 -3.907 -2.637 0.00
C -3.480 -1.324 1.518 0.00
C 1.149 1.335 -2.483 -0.01
C -3.094 1.243 -1.185 0.00
O -0.873 1.093 -0.380 0.01
C 4.400 -1.754 1.871 0.00
C 2.184 -0.938 1.217 -0.01
C -3.148 -0.537 2.784 0.00
H 6.163 -1.633 3.957 0.00
H -5.061 1.664 -1.853 0.00
H -5.312 3.440 -3.912 0.00
C 2.872 -1.079 3.538 0.00
N 1.002 2.728 -2.004 0.00
H -4.458 4.943 -3.576 0.00
H 0.059 4.488 -1.788 0.00
C -3.577 0.154 -0.320 0.01
H 4.319 -2.600 -0.733 0.00
C 3.420 0.590 -1.540 0.00
C -4.032 2.012 -1.844 0.00
H -4.560 -1.375 1.365 0.00
C 3.836 -1.654 -0.497 0.00
C 0.536 -0.590 3.108 0.00
H 5.357 -2.169 1.574 0.00
C -3.749 3.251 -2.452 0.00
N 3.699 -0.868 -1.517 0.00
C 5.153 -1.879 4.280 0.00
H -3.084 -2.340 1.559 -0.01
C -1.107 -4.082 -1.739 0.00
C -2.458 3.703 -2.354 0.00
C -1.761 -0.734 3.375 0.00
H 5.128 -2.941 4.526 0.00
H 0.490 -0.538 4.198 0.00
H 1.854 3.274 -1.985 0.00
H 4.415 1.040 -1.563 0.00
C -1.436 2.923 -1.757 0.00
C 1.886 -0.809 2.592 0.03
H 4.951 -1.321 5.192 0.00
H 0.760 0.666 -1.730 0.01
H -1.626 -0.046 4.212 0.00
H -4.663 0.090 -0.220 0.00
H 2.621 -0.962 4.587 0.00
C -0.100 3.414 -1.834 0.00
H 3.096 1.865 -3.249 0.00
H 0.519 1.253 -3.370 0.00
H 2.947 0.850 -0.597 0.00
N -2.850 -0.617 0.395 -0.03
H -5.619 4.310 -2.412 0.00
C -4.843 4.030 -3.125 0.00
Cl -1.166 -5.483 -0.697 0.00
Ti -0.670 -0.711 0.324 0.98
H -3.841 -0.844 3.571 0.00
H 2.631 0.221 -3.521 0.00
N -0.572 -0.580 2.465 0.01
H -2.195 4.664 -2.783 0.00
C -0.895 -2.788 -0.930 0.00
C 3.472 -1.399 0.880 0.00
Cl 0.270 -4.211 -2.861 0.00
C -1.746 1.699 -1.116 0.00
C 4.145 -1.548 3.215 0.00
O -0.798 -1.701 -1.562 0.00
O 1.289 -0.715 0.302 -0.01
```

Properties
Multiplicity   2
E_LUMO (alpha / beta)   -6.198 / -6.175 eV
Charge   +2

---

An isolated ion of composition C5H9BrN3 and charge +1, computed with ωB97M-V with the def2-TZVPD basis set.

```
18
Properties=species:S:1:pos:R:3:nbo_charge:R:1
H -0.056 -2.292 -0.012 0.45
C -2.006 -1.569 0.011 -0.08
C -0.339 -0.282 -0.262 0.44
H 1.686 0.162 1.810 0.23
H 2.021 -0.991 0.605 0.20
C 1.066 0.370 -0.392 -0.07
H -2.554 -2.550 0.157 0.27
Br -4.196 0.422 0.052 0.23
H -1.100 1.484 -0.668 0.51
C -2.500 -0.280 -0.078 0.00
C 2.007 -0.010 0.758 -0.62
N 0.815 1.811 -0.478 -0.84
N -1.370 0.524 -0.240 -0.51
H 1.722 0.016 -1.378 0.24
N -0.650 -1.525 -0.100 -0.46
H 0.814 2.081 0.492 0.37
H 2.964 0.302 0.472 0.24
H 1.675 2.326 -0.749 0.40
```

Properties
Multiplicity   1
SMILES   C[C@H](N)c1[nH]c(Br)c[nH+]1
E_LUMO   -2.942 eV
Charge   +1

---

The calculation returns the following relative energy (zero: lowest compared OMol25 entry of this formula, charge and spin) values, one per record and in order: 1.720; 0.000; 0.550; 0.000; 0.000; 0.200 eV.